The following is a DFT calculation (ωB97M-V with the def2-TZVPD basis set) of 14 unconnected molecules or ions with the total composition C28H84O14 at a distorted geometry.

Atoms and positions in Å:
C (1.159, 3.151, 1.072)
C (1.564, 4.493, 0.421)
C (3.062, 4.670, 0.512)
O (1.283, 4.295, -0.916)
H (0.125, 2.892, 0.844)
H (1.033, 3.121, 2.155)
H (1.735, 2.319, 0.667)
H (1.041, 5.325, 0.892)
H (3.612, 3.765, 0.256)
H (3.330, 5.046, 1.499)
H (3.400, 5.424, -0.199)
H (0.873, 3.434, -1.031)
C (-5.491, 1.984, 2.588)
C (-6.868, 2.503, 2.129)
C (-7.716, 3.046, 3.358)
O (-6.729, 3.560, 1.223)
H (-4.932, 1.898, 1.656)
H (-5.519, 1.050, 3.149)
H (-4.904, 2.622, 3.248)
H (-7.284, 1.699, 1.522)
H (-7.621, 4.132, 3.328)
H (-7.463, 2.681, 4.354)
H (-8.747, 2.739, 3.184)
H (-6.693, 4.382, 1.718)
C (2.263, -3.667, -3.624)
C (0.852, -3.494, -4.140)
C (0.552, -1.947, -4.048)
O (0.780, -3.883, -5.529)
H (2.561, -4.714, -3.672)
H (2.375, -3.479, -2.557)
H (3.010, -3.006, -4.064)
H (0.085, -4.012, -3.563)
H (1.322, -1.316, -4.492)
H (0.594, -1.733, -2.980)
H (-0.452, -1.610, -4.307)
H (1.119, -4.777, -5.612)
C (3.794, -4.295, 1.428)
C (3.647, -2.790, 1.174)
C (2.264, -2.264, 1.489)
O (4.507, -2.129, 2.085)
H (3.917, -4.338, 2.511)
H (4.683, -4.664, 0.917)
H (2.924, -4.844, 1.068)
H (3.730, -2.545, 0.115)
H (2.397, -1.193, 1.335)
H (1.895, -2.396, 2.506)
H (1.543, -2.586, 0.738)
H (5.418, -2.347, 1.878)
C (6.433, -1.062, -1.154)
C (6.959, -2.436, -0.636)
C (8.256, -2.978, -1.362)
O (7.234, -2.077, 0.618)
H (5.353, -0.925, -1.107)
H (6.537, -0.959, -2.234)
H (6.875, -0.174, -0.703)
H (6.197, -3.216, -0.629)
H (8.484, -3.991, -1.031)
H (9.135, -2.377, -1.131)
H (8.034, -3.042, -2.428)
H (7.955, -1.443, 0.625)
C (-4.152, -3.170, 2.422)
C (-4.909, -4.228, 1.704)
C (-6.463, -3.962, 2.001)
O (-4.851, -4.165, 0.235)
H (-4.355, -3.282, 3.487)
H (-4.352, -2.189, 1.990)
H (-3.127, -3.512, 2.286)
H (-4.788, -5.270, 1.999)
H (-6.794, -2.935, 1.842)
H (-6.617, -4.252, 3.040)
H (-7.089, -4.657, 1.441)
H (-4.890, -5.039, -0.160)
C (-3.062, 1.040, -2.899)
C (-3.486, 2.198, -1.997)
C (-4.963, 2.698, -2.022)
O (-3.177, 1.720, -0.711)
H (-3.534, 0.059, -2.849)
H (-2.035, 0.778, -2.643)
H (-3.141, 1.222, -3.971)
H (-2.769, 2.997, -2.187)
H (-5.713, 2.154, -1.448)
H (-5.305, 2.717, -3.057)
H (-5.190, 3.637, -1.517)
H (-3.765, 1.014, -0.432)
C (0.253, 0.193, -0.494)
O (0.074, 1.403, -1.176)
H (-0.663, -0.397, -0.518)
H (0.921, -0.344, -1.169)
H (0.592, 0.327, 0.534)
H (-0.829, 1.662, -0.979)
C (4.957, 1.252, 2.035)
O (4.084, 0.428, 2.662)
H (4.577, 2.262, 2.192)
H (5.960, 1.128, 2.445)
H (4.938, 1.045, 0.965)
H (4.145, -0.460, 2.302)
C (1.258, 6.518, -3.296)
O (2.378, 5.775, -2.903)
H (0.438, 5.829, -3.497)
H (0.853, 7.147, -2.503)
H (1.585, 7.010, -4.212)
H (2.093, 5.148, -2.235)
C (-2.267, -2.950, -1.613)
O (-2.316, -2.697, -0.169)
H (-2.991, -2.471, -2.271)
H (-1.275, -2.740, -2.014)
H (-2.439, -4.007, -1.819)
H (-3.119, -3.126, 0.137)
C (-1.760, -0.611, 2.682)
O (-1.022, -1.650, 2.083)
H (-2.827, -0.650, 2.462)
H (-1.462, -0.628, 3.730)
H (-1.365, 0.308, 2.250)
H (-1.364, -1.887, 1.218)
C (1.578, 2.536, -3.994)
O (1.806, 1.144, -3.573)
H (1.487, 2.570, -5.079)
H (0.618, 2.863, -3.594)
H (2.505, 3.019, -3.685)
H (1.296, 1.025, -2.768)
C (0.084, 1.450, 5.507)
O (-0.650, 0.599, 6.318)
H (0.083, 2.441, 5.960)
H (1.110, 1.106, 5.378)
H (-0.187, 1.464, 4.451)
H (-0.092, -0.135, 6.584)

Results
net charge = 0
2S+1 = 1


The following is a DFT calculation (ωB97M-V with the def2-TZVPD basis set) of 14 unconnected molecules or ions with the total composition C28H84O14S14 at a distorted geometry.

Atoms and positions in Å:
C (4.395, 4.352, 2.527)
S (3.092, 5.497, 1.879)
O (3.773, 6.265, 0.805)
C (2.366, 4.234, 0.623)
H (5.113, 4.903, 3.134)
H (5.026, 3.837, 1.802)
H (3.902, 3.597, 3.139)
H (1.354, 4.495, 0.313)
H (2.578, 3.205, 0.914)
H (2.982, 4.257, -0.276)
C (0.338, 1.454, -0.068)
S (-0.002, -0.083, 0.929)
O (-1.520, -0.374, 0.826)
C (0.963, -1.210, -0.244)
H (0.024, 2.314, 0.524)
H (-0.220, 1.455, -1.005)
H (1.414, 1.513, -0.233)
H (0.251, -1.507, -1.014)
H (1.242, -2.131, 0.269)
H (1.850, -0.709, -0.632)
C (2.320, -0.623, 3.574)
S (3.077, 0.996, 4.114)
O (2.111, 2.083, 3.695)
C (2.691, 0.752, 5.916)
H (2.570, -0.711, 2.517)
H (1.239, -0.615, 3.710)
H (2.817, -1.438, 4.100)
H (2.833, 1.713, 6.410)
H (3.388, 0.059, 6.386)
H (1.661, 0.411, 6.028)
C (-2.088, -4.615, -5.703)
S (-1.010, -3.184, -5.119)
O (-1.870, -1.941, -5.232)
C (-1.119, -3.705, -3.309)
H (-1.916, -4.804, -6.763)
H (-3.111, -4.255, -5.588)
H (-2.058, -5.543, -5.133)
H (-2.141, -4.052, -3.156)
H (-0.734, -2.875, -2.717)
H (-0.467, -4.549, -3.085)
C (5.149, 2.521, -3.909)
S (3.574, 3.187, -3.366)
O (2.724, 2.042, -2.772)
C (2.900, 3.423, -5.074)
H (5.817, 2.503, -3.048)
H (5.673, 3.002, -4.735)
H (4.921, 1.518, -4.270)
H (1.971, 3.990, -5.005)
H (2.570, 2.484, -5.518)
H (3.616, 3.898, -5.744)
C (-1.635, 3.594, 5.855)
S (-0.963, 2.124, 4.972)
O (-1.413, 0.919, 5.831)
C (-2.136, 2.115, 3.553)
H (-1.331, 3.708, 6.896)
H (-2.719, 3.487, 5.879)
H (-1.407, 4.524, 5.335)
H (-3.145, 2.058, 3.961)
H (-1.988, 1.286, 2.861)
H (-2.038, 3.089, 3.073)
C (-1.671, -3.448, 0.782)
S (-2.971, -4.695, 1.030)
O (-4.271, -4.300, 0.290)
C (-2.088, -6.015, 0.154)
H (-1.807, -2.681, 1.544)
H (-1.727, -3.072, -0.240)
H (-0.701, -3.820, 1.113)
H (-2.862, -6.665, -0.254)
H (-1.289, -6.475, 0.737)
H (-1.551, -5.659, -0.726)
C (-4.666, 3.480, -3.277)
S (-5.195, 1.884, -2.475)
O (-4.624, 0.854, -3.446)
C (-4.073, 1.742, -1.071)
H (-3.663, 3.473, -3.702)
H (-4.691, 4.228, -2.485)
H (-5.452, 3.671, -4.008)
H (-4.358, 2.379, -0.233)
H (-3.027, 1.984, -1.258)
H (-4.143, 0.737, -0.655)
C (-7.610, 0.835, 1.926)
S (-6.020, 0.353, 2.717)
O (-6.512, -0.451, 3.940)
C (-5.461, -0.932, 1.462)
H (-8.095, 1.510, 2.631)
H (-8.206, -0.066, 1.780)
H (-7.483, 1.367, 0.984)
H (-5.580, -1.896, 1.956)
H (-4.396, -0.843, 1.245)
H (-6.082, -0.860, 0.570)
C (-1.493, 6.594, -1.418)
S (-0.675, 5.043, -1.982)
O (-1.514, 3.871, -1.576)
C (-0.762, 5.187, -3.745)
H (-2.252, 6.441, -0.650)
H (-2.158, 6.888, -2.230)
H (-0.830, 7.392, -1.083)
H (-0.505, 4.215, -4.167)
H (0.087, 5.818, -4.006)
H (-1.743, 5.489, -4.110)
C (-4.126, -2.976, 5.244)
S (-2.377, -3.301, 4.773)
O (-2.322, -4.560, 3.929)
C (-2.116, -1.697, 3.767)
H (-4.398, -3.787, 5.920)
H (-4.815, -3.054, 4.403)
H (-4.291, -2.025, 5.749)
H (-1.220, -1.639, 3.149)
H (-2.126, -0.893, 4.503)
H (-2.976, -1.638, 3.099)
C (1.354, -0.807, -3.966)
S (2.644, -2.029, -4.507)
O (2.068, -3.447, -4.746)
C (3.426, -2.209, -2.893)
H (1.652, 0.221, -3.759)
H (1.136, -1.245, -2.992)
H (0.497, -0.903, -4.632)
H (4.396, -2.703, -2.942)
H (2.960, -2.792, -2.099)
H (3.583, -1.206, -2.496)
C (3.200, -5.117, 0.059)
S (1.701, -5.593, -0.785)
O (0.978, -4.228, -1.032)
C (2.612, -5.930, -2.387)
H (2.856, -4.997, 1.086)
H (3.589, -4.154, -0.273)
H (3.957, -5.899, 0.115)
H (2.064, -5.625, -3.279)
H (2.858, -6.991, -2.407)
H (3.570, -5.412, -2.332)
C (6.603, -0.832, 1.002)
S (5.137, -0.828, -0.118)
O (4.044, -1.628, 0.614)
C (4.642, 0.934, 0.152)
H (6.149, -0.806, 1.993)
H (7.223, 0.062, 0.928)
H (7.180, -1.727, 0.767)
H (4.497, 1.247, 1.186)
H (3.641, 1.153, -0.219)
H (5.417, 1.569, -0.277)

Results
net charge = 0
2S+1 = 1


The following is a DFT calculation (ωB97M-V with the def2-TZVPD basis set) of 14 unconnected molecules or ions with the total composition C28H84O28 at a distorted geometry.

Atoms and positions in Å:
C (13.453, 7.120, 9.817)
C (12.579, 8.246, 9.919)
O (12.058, 8.478, 11.225)
O (14.671, 7.230, 10.655)
H (13.641, 7.060, 8.764)
H (12.943, 6.180, 10.096)
H (11.780, 8.036, 9.239)
H (13.116, 9.143, 9.583)
H (12.188, 9.435, 11.355)
H (14.910, 8.104, 10.489)
C (15.083, 16.493, 7.682)
C (15.082, 14.979, 7.678)
O (14.941, 14.495, 9.010)
O (13.949, 17.104, 8.278)
H (15.238, 16.765, 6.634)
H (15.910, 16.786, 8.295)
H (16.102, 14.560, 7.310)
H (14.328, 14.558, 7.099)
H (14.208, 13.841, 8.931)
H (14.210, 17.446, 9.127)
C (10.628, 16.162, 7.498)
C (10.767, 16.290, 9.012)
O (10.638, 15.044, 9.788)
O (9.307, 15.686, 7.191)
H (11.302, 15.336, 7.224)
H (11.019, 17.059, 6.986)
H (10.259, 17.150, 9.496)
H (11.873, 16.540, 9.093)
H (9.767, 14.684, 9.657)
H (8.775, 16.488, 7.115)
C (8.041, 13.005, 17.637)
C (7.149, 13.387, 16.446)
O (7.738, 14.466, 15.668)
O (9.271, 12.411, 17.234)
H (7.484, 12.226, 18.167)
H (8.176, 13.936, 18.220)
H (6.185, 13.664, 16.829)
H (7.029, 12.528, 15.819)
H (8.133, 13.958, 14.927)
H (9.895, 13.121, 17.042)
C (11.304, 15.168, 13.658)
C (11.486, 16.199, 12.563)
O (11.928, 17.380, 13.138)
O (12.574, 14.919, 14.255)
H (10.972, 14.248, 13.225)
H (10.499, 15.423, 14.379)
H (10.501, 16.466, 12.157)
H (12.245, 15.743, 11.901)
H (12.636, 17.684, 12.551)
H (12.978, 15.740, 14.473)
C (12.979, 12.316, 12.173)
C (14.252, 13.198, 12.106)
O (14.993, 13.092, 13.287)
O (13.134, 11.066, 11.640)
H (12.265, 12.902, 11.592)
H (12.617, 12.415, 13.197)
H (13.954, 14.222, 11.983)
H (14.877, 12.855, 11.214)
H (14.425, 13.358, 14.018)
H (13.764, 10.585, 12.233)
C (16.115, 16.897, 11.922)
C (17.282, 16.502, 11.045)
O (17.339, 15.079, 10.632)
O (14.898, 16.809, 11.227)
H (16.177, 17.932, 12.213)
H (16.099, 16.309, 12.827)
H (18.297, 16.670, 11.476)
H (17.226, 16.986, 10.108)
H (16.503, 14.820, 10.182)
H (14.650, 15.878, 10.940)
C (15.148, 8.895, 14.981)
C (15.425, 8.001, 13.715)
O (14.126, 7.902, 13.132)
O (14.320, 9.962, 14.532)
H (16.036, 9.248, 15.564)
H (14.636, 8.249, 15.691)
H (15.835, 7.027, 13.955)
H (16.080, 8.436, 12.979)
H (14.219, 7.408, 12.304)
H (13.424, 9.631, 14.283)
C (7.888, 11.736, 13.059)
C (8.708, 11.347, 11.893)
O (9.395, 12.417, 11.290)
O (8.738, 12.283, 14.031)
H (7.150, 10.933, 13.310)
H (7.239, 12.505, 12.732)
H (7.966, 10.992, 11.140)
H (9.470, 10.563, 12.177)
H (9.884, 12.869, 11.975)
H (9.170, 11.532, 14.493)
C (17.225, 10.704, 10.451)
C (17.076, 9.835, 9.247)
O (15.756, 9.929, 8.692)
O (16.859, 12.022, 9.978)
H (18.229, 10.787, 10.719)
H (16.578, 10.435, 11.284)
H (17.272, 8.834, 9.514)
H (17.839, 10.054, 8.483)
H (15.518, 10.834, 8.747)
H (17.266, 12.723, 10.556)
C (18.644, 12.673, 13.405)
C (18.285, 13.814, 14.271)
O (17.170, 14.537, 13.870)
O (18.721, 13.151, 12.019)
H (18.016, 11.766, 13.462)
H (19.555, 12.306, 13.774)
H (19.150, 14.520, 14.355)
H (18.145, 13.400, 15.288)
H (16.425, 14.048, 13.562)
H (18.311, 14.049, 11.924)
C (11.054, 11.153, 8.627)
C (12.106, 11.590, 7.570)
O (12.497, 12.887, 7.861)
O (9.813, 11.866, 8.519)
H (11.392, 11.423, 9.618)
H (10.941, 10.106, 8.503)
H (11.599, 11.585, 6.608)
H (12.953, 10.943, 7.603)
H (11.735, 13.442, 7.979)
H (9.662, 12.223, 9.430)
C (11.144, 8.083, 14.727)
C (10.862, 8.911, 15.894)
O (9.932, 10.041, 15.574)
O (11.845, 8.914, 13.791)
H (10.077, 7.822, 14.364)
H (11.600, 7.131, 15.094)
H (11.757, 9.353, 16.287)
H (10.399, 8.402, 16.715)
H (9.708, 10.643, 16.266)
H (12.115, 8.372, 13.070)
C (12.613, 13.656, 17.409)
C (13.478, 12.460, 17.106)
O (13.986, 12.574, 15.777)
O (11.405, 13.797, 16.633)
H (13.207, 14.599, 17.293)
H (12.257, 13.639, 18.431)
H (12.955, 11.520, 17.357)
H (14.291, 12.404, 17.765)
H (14.110, 11.650, 15.467)
H (11.628, 14.203, 15.774)

Results
net charge = 0
2S+1 = 1


HOMO energy? In order: -9.250; -7.408; -9.430 eV.
LUMO energy? In order: 0.330; -0.227; 0.629 eV.
Relative energy (zero: lowest compared OMol25 entry of this formula, charge and spin)? In order: 4.9541; 3.4075; 1.5741 eV.